(1)
Computed, not measured: a 2-piece molecular cluster, C4H7N2O overall in a non-equilibrium geometry, with ωB97M-V/def2-TZVPD.

Last column: natural (NBO) charge in e.
CARTESIAN COORDINATES (ANGSTROEM)
C1 2.04042 0.74843 0.27837  -0.307
C2 2.16117 -0.45668 -0.38742  0.015
C3 0.64450 0.93731 0.42281  -0.010
C4 -2.27879 -0.47975 0.29331  0.409
N1 0.92526 -0.86826 -0.73018  -0.338
N2 -0.02575 -0.00810 -0.25382  -0.316
O1 -2.85343 0.30923 -0.53464  -0.511
H1 2.72591 1.33558 0.72669  0.243
H2 2.97810 -1.12336 -0.58921  0.244
H3 0.11731 1.71241 0.79765  0.209
H4 -2.09460 -1.47341 0.12629  0.207
H5 -1.99236 -0.06833 1.18375  0.184
H6 0.78262 -1.68938 -1.34860  0.437
H7 -3.13037 1.12430 0.01500  0.533

Properties
**Total charge**: +1
**Molecular weight**: 99.1 g mol⁻¹
**HOMO**: -13.602 eV
**E_tot**: -341.01617 Eh

(2)
Computed, not measured: C34H39N2O4Pt as an isolated structure in a non-equilibrium geometry, with ωB97M-V/def2-TZVPD.

Last column: Mulliken spin population.
CARTESIAN COORDINATES (ANGSTROEM)
O1 -1.67094 -6.29808 -0.61350  0.001
C1 -2.30052 -6.96357 0.52657  0.000
C2 -2.23812 -8.34692 -0.12387  0.000
H1 -3.30312 -6.54736 0.69568  0.000
H2 -1.68441 -6.86947 1.43240  0.000
C3 -1.67957 -7.55948 -1.33619  0.000
H3 -3.19083 -8.86645 -0.27066  0.000
H4 -1.46181 -8.98932 0.31877  0.000
C4 -2.58887 -7.51538 -2.54546  0.000
H5 -3.58907 -7.16278 -2.28862  0.000
H6 -2.70523 -8.51893 -2.97454  0.000
H7 -2.13144 -6.88343 -3.31425  0.000
C5 -0.28328 -7.97231 -1.73785  0.000
H8 0.40615 -7.93489 -0.88976  0.000
H9 0.07399 -7.32407 -2.54378  0.000
H10 -0.28584 -9.00319 -2.11014  0.000
Pt1 0.40877 0.08560 -0.38228  0.777
C6 2.35707 0.46394 0.31600  -0.014
C7 1.94520 0.63039 1.70365  0.383
C8 1.65294 -0.65001 2.23239  -0.087
H11 2.02533 1.55406 2.25592  0.009
C9 1.95098 -1.64210 1.26265  0.332
C10 2.29540 -0.99006 0.01883  0.023
H12 2.70678 -1.43343 -0.88542  -0.005
H13 2.85578 1.19884 -0.30016  -0.007
H14 1.33482 -0.84616 3.24569  0.014
H15 2.06834 -2.69876 1.47031  -0.005
C11 -0.44682 1.44139 -2.64005  -0.058
C12 0.44221 0.32694 -2.69409  0.196
C13 -0.27875 -0.82539 -2.15735  0.004
H16 1.38788 0.26800 -3.23278  0.008
C14 -1.50446 -0.29642 -1.54923  0.036
C15 -1.61635 1.07038 -1.97390  0.260
H17 -2.53726 1.65576 -1.92321  0.009
H18 -0.27014 2.39033 -3.14714  0.005
H19 -0.06705 -1.88281 -2.30226  0.006
H20 -2.28196 -0.93639 -1.14078  0.021
O2 -2.47737 -3.82151 -0.14197  -0.001
C16 -1.02083 -3.95902 -0.14098  0.028
C17 -0.60821 -4.31024 1.30189  -0.003
H21 -0.57042 -2.96904 -0.37524  -0.015
H22 -0.69130 -4.69482 -0.87824  -0.001
C18 -1.87476 -3.88754 2.11504  0.002
H23 0.24954 -3.68582 1.57871  0.006
H24 -0.34436 -5.36417 1.47750  0.000
C19 -2.65784 -3.07747 1.10523  -0.001
H25 -1.61511 -3.39659 3.05450  0.000
H26 -2.43813 -4.80331 2.33062  0.000
H27 -2.16224 -2.09125 1.06765  -0.001
H28 -3.70827 -2.90582 1.34143  0.000
O3 -2.12470 0.35327 1.78786  0.002
C20 -1.50280 1.39441 1.57984  0.012
N1 -1.69672 2.61836 2.20097  0.001
C21 -0.89169 3.69687 1.66273  -0.012
C22 -0.08102 2.92979 0.60201  0.037
O4 0.76198 3.38817 -0.14928  0.007
N2 -0.43984 1.60327 0.68283  0.022
C23 -1.82052 4.78679 1.09438  -0.009
C24 -2.25375 4.74491 -0.22888  0.015
C25 -3.14837 5.71065 -0.70527  0.002
C26 -3.62925 6.70930 0.14623  0.000
C27 -3.18941 6.76148 1.47372  0.000
C28 -2.30639 5.78809 1.95229  0.001
C29 0.07690 4.23960 2.70899  -0.005
C30 0.74481 5.44518 2.47677  0.002
C31 1.60892 5.96640 3.44522  0.000
C32 1.82885 5.25977 4.63733  0.001
C33 1.21424 4.01615 4.83395  0.004
C34 0.34396 3.50413 3.86095  0.000
H29 -2.54224 2.75894 2.74722  0.002
H30 -1.84381 3.97504 -0.88963  -0.001
H31 -3.43704 5.67439 -1.75641  0.000
H32 -4.32550 7.46113 -0.22973  0.000
H33 -3.51004 7.56771 2.13898  0.000
H34 -1.95617 5.83463 2.98685  0.000
H35 0.57696 5.97750 1.53857  0.000
H36 2.11402 6.91746 3.26476  0.000
H37 2.47602 5.67430 5.42119  0.000
H38 1.40053 3.41428 5.72804  0.000
H39 -0.14921 2.54168 3.99627  -0.005

Properties
**Total charge**: -1
**Molecular weight**: 734.8 g mol⁻¹
**Spin multiplicity**: 3
**HOMO (spin up / spin down)**: -2.491 / -3.694 eV
**E_tot**: -1848.68287 Eh

(3)
Computed, not measured: a 7-piece molecular cluster, C43H75ClF18IN7O9P overall, with ωB97M-V/def2-TZVPD.

Last column: Löwdin charge in e.
CARTESIAN COORDINATES (ANGSTROEM)
C1 6.37531 1.74969 4.84050  -0.060
C2 5.11467 2.50476 4.50495  -0.243
O1 4.86026 2.35957 3.10100  -0.154
C3 3.74849 3.05777 2.63397  -0.173
C4 4.02389 3.47049 1.19316  -0.178
N1 2.88807 4.34851 0.73616  0.173
C5 2.67106 4.19181 -0.77890  -0.313
C6 1.26196 3.56659 -0.91385  -0.087
C7 0.16045 4.34900 -0.17811  -0.059
C8 -1.17258 4.17778 -0.87304  -0.437
F1 -1.10549 4.72081 -2.10247  0.139
F2 -1.42719 2.86517 -1.04285  0.142
C9 -2.37008 4.86731 -0.10602  -0.342
F3 -1.91159 5.30787 1.09102  0.131
F4 -2.78123 5.91728 -0.81654  0.174
C10 -3.57988 3.93307 0.18774  -0.339
F5 -4.02608 3.46890 -0.98861  0.167
F6 -3.12582 2.91447 0.92980  0.163
C11 -4.76094 4.63103 0.98610  -0.331
F7 -4.83748 4.08135 2.20735  0.162
F8 -4.48174 5.93244 1.14096  0.166
C12 -6.19168 4.56078 0.36146  -0.346
F9 -6.95102 5.39244 1.08494  0.176
F10 -6.14416 5.02914 -0.89443  0.170
C13 -6.83760 3.13113 0.43219  -0.349
F11 -5.86003 2.20925 0.41964  0.165
F12 -7.48357 3.04104 1.59782  0.165
C14 -7.83286 2.83478 -0.71990  -0.342
F13 -8.67272 3.87997 -0.80277  0.164
F14 -7.15057 2.72740 -1.86521  0.168
C15 -8.67659 1.51938 -0.50746  -0.531
F15 -8.85247 0.91261 -1.67701  0.187
F16 -9.86399 1.82652 0.01006  0.189
F17 -8.04824 0.67963 0.32063  0.183
C16 2.68297 5.56652 -1.49380  -0.215
C17 3.48625 6.71800 -0.85538  -0.823
C18 2.58686 7.64669 -0.04010  -0.171
I1 4.50566 7.86948 -2.33563  0.922
C19 3.80783 3.15976 -1.18503  -0.408
C20 3.32348 2.28450 -2.38028  -0.234
O2 2.55158 1.20354 -1.95191  -0.163
C21 3.03228 -0.12672 -2.24671  -0.204
C22 1.86773 -1.02847 -2.63513  -0.039
P1 5.28572 4.09673 -1.95756  0.681
O3 6.03268 4.78905 -0.67546  -0.373
Cl1 6.64348 2.59246 -2.29993  0.373
C23 4.00862 2.37395 0.12511  -0.221
C24 5.17538 1.38210 0.21731  -0.133
C25 4.92509 0.18664 1.14377  -0.185
F18 5.13551 -0.99319 0.44030  -0.058
H1 6.62428 1.88948 5.89347  0.087
H2 6.24594 0.68160 4.65179  0.077
H3 7.21169 2.10416 4.23421  0.084
H4 4.25311 2.11897 5.06472  0.130
H5 5.21417 3.57453 4.73426  0.124
H6 3.56257 3.95567 3.24528  0.139
H7 2.84350 2.42486 2.67614  0.150
H8 4.93911 4.06225 1.17393  0.149
H9 2.05221 3.99030 1.20571  0.153
H10 2.98229 5.31626 1.04627  0.154
H11 1.02444 3.49055 -1.97487  0.136
H12 1.27344 2.53948 -0.54179  0.132
H13 0.35774 5.42316 -0.12104  0.125
H14 0.02347 3.98511 0.84572  0.137
H15 1.64863 5.90910 -1.58486  0.114
H16 3.00684 5.38479 -2.51997  0.075
H17 4.28581 6.33940 -0.21275  0.043
H18 2.00936 7.07446 0.70376  0.069
H19 1.87681 8.17245 -0.68059  0.083
H20 3.17235 8.38603 0.50795  0.080
H21 4.17134 1.94851 -2.98657  0.081
H22 2.72089 2.91754 -3.04606  0.134
H23 3.53449 -0.50832 -1.35298  0.101
H24 3.78378 -0.04687 -3.04001  0.120
H25 1.99955 -1.46767 -3.62507  0.082
H26 1.72657 -1.82850 -1.91133  0.046
H27 0.94940 -0.43679 -2.64973  0.085
H28 6.60063 4.18766 -0.17116  0.050
H29 3.08494 1.80012 0.29367  0.147
H30 5.38651 0.97112 -0.77130  0.073
H31 6.08901 1.89271 0.53984  0.110
H32 5.59429 0.17826 2.00140  0.104
H33 3.89131 0.15364 1.50241  0.128
C26 -6.80741 1.59764 7.51602  -0.011
C27 -5.76840 2.51139 6.90688  -0.553
O4 -4.81785 2.92706 7.54536  0.032
N2 -5.93117 2.85880 5.60018  0.007
C28 -6.97217 2.46002 4.67755  -0.084
H34 -6.52913 1.42365 8.55065  0.083
H35 -7.79916 2.05009 7.48192  0.084
H36 -6.85109 0.64334 6.98979  0.083
H37 -5.20985 3.47507 5.25944  0.131
H38 -6.54965 1.92717 3.82406  0.075
H39 -7.52159 3.32672 4.30609  0.082
H40 -7.67893 1.79861 5.16932  0.075
C29 2.07046 -5.16676 -0.22075  -0.013
C30 1.01646 -4.62924 -1.15869  -0.543
O5 0.53866 -3.50534 -1.02012  -0.012
N3 0.64723 -5.41564 -2.19115  0.028
C31 1.08684 -6.76940 -2.49502  -0.068
H41 2.25352 -4.42632 0.55247  0.074
H42 1.76821 -6.10495 0.24436  0.083
H43 2.99976 -5.35751 -0.75888  0.075
H44 -0.02343 -4.98658 -2.80954  0.140
H45 1.56637 -6.79760 -3.47319  0.058
H46 0.23810 -7.45221 -2.48591  0.073
H47 1.78188 -7.11338 -1.73730  0.062
C32 4.77405 -5.57231 4.00838  -0.009
C33 4.77104 -5.35933 2.51063  -0.544
O6 4.32518 -6.19381 1.74531  0.036
N4 5.27916 -4.18216 2.04267  0.017
C34 5.84892 -3.09471 2.80374  -0.084
H48 4.33327 -6.54503 4.20269  0.084
H49 5.78794 -5.55241 4.40965  0.084
H50 4.18926 -4.80593 4.51867  0.083
H51 5.23717 -4.08957 1.03977  0.135
H52 5.28219 -2.17149 2.66176  0.059
H53 6.88536 -2.90754 2.51543  0.089
H54 5.83446 -3.33645 3.86179  0.072
C35 0.46302 -10.91573 1.12899  -0.009
C36 -0.08602 -9.83012 0.23138  -0.542
O7 0.63131 -8.95767 -0.23037  0.029
N5 -1.41601 -9.85819 -0.04544  0.009
C37 -2.40685 -10.81115 0.40851  -0.078
H55 1.52802 -10.74050 1.24490  0.082
H56 -0.01335 -10.89443 2.10980  0.084
H57 0.30525 -11.90409 0.69590  0.084
H58 -1.72145 -9.10613 -0.64334  0.138
H59 -2.87387 -11.32493 -0.43311  0.084
H60 -3.18923 -10.31975 0.98901  0.084
H61 -1.93814 -11.55866 1.04057  0.070
C38 -10.25489 2.84127 -3.83150  -0.019
C39 -10.99041 3.22103 -5.09923  -0.550
O8 -11.46778 2.37999 -5.83753  0.042
N6 -11.09718 4.54825 -5.38473  0.006
C40 -10.59691 5.67193 -4.62386  -0.080
H62 -10.26717 1.75869 -3.75652  0.078
H63 -9.22127 3.19059 -3.86012  0.079
H64 -10.74066 3.27083 -2.95340  0.084
H65 -11.59761 4.73667 -6.23945  0.140
H66 -11.40870 6.32900 -4.30679  0.084
H67 -9.88743 6.26139 -5.20762  0.083
H68 -10.08616 5.31751 -3.73350  0.065
C41 4.88292 -8.21856 -5.83261  -0.009
C42 4.27482 -7.28553 -4.81108  -0.545
O9 3.25575 -6.65427 -5.04135  0.019
N7 4.89695 -7.17988 -3.60716  0.012
C43 6.08794 -7.86222 -3.14775  -0.076
H69 4.26241 -8.18445 -6.72257  0.083
H70 5.89827 -7.91500 -6.09023  0.084
H71 4.91858 -9.24221 -5.45843  0.085
H72 4.43325 -6.55349 -2.96734  0.130
H73 5.87511 -8.47711 -2.27208  0.086
H74 6.87391 -7.15146 -2.88670  0.082
H75 6.46784 -8.51018 -3.93145  0.070

Properties
**Total charge**: +1
**Molecular weight**: 1369.4 g mol⁻¹
**HOMO**: -10.143 eV
**E_tot**: -5640.63583 Eh